C4H7IO2S | ωB97M-V/def2-TZVPD

For the HOMO-LUMO gap, the calculation gives 8.24 eV. The value obtained for the energy above the lowest of the compared OMol25 structures with the same formula, charge and spin is 0.0 kcal/mol. The LUMO energy is -0.97 eV.

Last column: Mulliken charge in e.
CARTESIAN COORDINATES (ANGSTROEM)
C (0.817, 0.462, -0.922)  -1.06
C (0.356, -1.608, 0.300)  -1.23
C (-0.013, -0.542, -0.670)  1.09
C (-1.382, -0.640, -1.286)  -1.26
O (-0.323, 3.142, 1.686)  -0.34
O (1.874, 2.130, 1.938)  -0.34
S (0.656, 2.567, 2.563)  0.66
I (-0.493, -1.086, 2.259)  -0.01
H (0.549, 1.254, -1.601)  0.29
H (1.784, 0.547, -0.457)  0.27
H (-0.057, -2.582, 0.061)  0.47
H (1.426, -1.665, 0.478)  0.44
H (-1.304, -0.794, -2.362)  0.34
H (-1.943, 0.279, -1.125)  0.33
H (-1.948, -1.465, -0.862)  0.35